Entry one
Density functional theory data (ωB97M-V with the def2-TZVPD basis set) for a cluster of 2 separate species, C9H14 in total.

Structure (ORCA input):
```
! RIJCOSX wB97M-V def2-TZVPD def2/J DEFGRID3
* xyz 0 1
C 1.1406 -3.3684 0.6712
C 0.4132 -2.0972 0.9607
C 1.1100 -1.0678 1.6256
C 0.5679 0.1948 1.7570
C -0.6990 0.4427 1.2393
C -1.4325 -0.5571 0.6167
C -0.8261 -1.8002 0.4423
H 1.0641 -4.0696 1.5133
H 2.1820 -3.3219 0.3769
H 0.6667 -3.9204 -0.1399
H 2.1673 -1.2483 1.7945
H 1.1309 1.0142 2.1924
H -1.1217 1.4354 1.3324
H -2.4811 -0.3725 0.4476
H -1.4058 -2.5544 -0.0973
C 0.3748 2.8227 -2.1900
C -0.9867 2.5053 -1.5598
H 0.3682 3.7503 -2.7603
H 1.1522 2.8421 -1.4288
H 0.6084 2.0063 -2.8747
H -0.9601 2.7474 -0.4877
H -1.2429 1.4531 -1.5679
H -1.7905 3.1634 -1.8636
*
```

Summary:
E_HOMO: -9.0214 eV
LUMO level: 1.031 eV
Gap between HOMO and LUMO: 10.052 eV
Structure (SMILES): Cc1ccccc1.CC

***

Entry two
Density functional theory data (ωB97M-V with the def2-TZVPD basis set) for a cluster of 2 separate species, C9H14 in total.

Structure (ORCA input):
```
! RIJCOSX wB97M-V def2-TZVPD def2/J DEFGRID3
* xyz 0 1
C -1.4789 1.5008 1.3136
C -0.0846 0.8544 1.1786
C 0.8404 1.3487 0.1858
C 2.1551 0.7670 0.1508
C 2.4883 -0.2549 0.9794
C 1.5785 -0.7114 1.9711
C 0.3076 -0.2088 2.0243
H -2.1130 1.0941 0.4406
H -1.4447 2.6137 1.3376
H -1.8590 1.1795 2.2442
H 0.6081 2.2207 -0.3752
H 2.8080 1.2801 -0.5572
H 3.4457 -0.5947 0.9351
H 1.9470 -1.5671 2.5123
H -0.4130 -0.6277 2.6381
C -0.9749 -0.3811 -2.2975
C -1.2074 -1.8767 -1.9942
H -0.1287 -0.1263 -1.6489
H -0.7779 -0.2274 -3.3429
H -1.8679 0.2265 -1.9207
H -2.2823 -2.0558 -2.1672
H -0.9195 -2.0091 -0.9308
H -0.6268 -2.4444 -2.6770
*
```

Summary:
E_HOMO: -8.9032 eV
LUMO level: 1.048 eV
Gap between HOMO and LUMO: 9.951 eV
Structure (SMILES): Cc1ccccc1.CC

***

Entry three
Density functional theory data (ωB97M-V with the def2-TZVPD basis set) for a cluster of 2 separate species, C9H14 in total.

Structure (ORCA input):
```
! RIJCOSX wB97M-V def2-TZVPD def2/J DEFGRID3
* xyz 0 1
C -1.3425 2.2423 -0.0756
C -0.1781 1.3553 0.3695
C -0.3359 0.5927 1.6224
C 0.6222 -0.3396 1.7219
C 1.8692 -0.4577 1.0168
C 2.0760 0.3472 -0.0904
C 1.0457 1.3277 -0.3487
H -1.2461 3.2038 0.3756
H -2.3433 1.8543 0.3450
H -1.3576 2.1393 -1.2157
H -1.0438 0.8992 2.3304
H 0.4083 -1.0729 2.4733
H 2.6347 -1.1900 1.2820
H 3.0187 0.4825 -0.6662
H 1.1650 1.9051 -1.2747
C -2.0368 -2.0075 -1.9156
C -0.6202 -2.3061 -1.2523
H -2.5686 -2.8770 -2.3014
H -2.6685 -1.3430 -1.3729
H -1.9827 -1.4344 -2.9015
H -0.5972 -3.0115 -0.5192
H -0.1412 -1.4807 -0.7978
H 0.1252 -2.6001 -2.0446
*
```

Summary:
E_HOMO: -8.7885 eV
LUMO level: 1.016 eV
Gap between HOMO and LUMO: 9.805 eV
Structure (SMILES): Cc1ccccc1.CC

***

Least stable = entry three

***

Entry one
Density functional theory data (ωB97M-V with the def2-TZVPD basis set) for a cluster of 2 separate species, C9H14 in total.

Structure (ORCA input):
```
! RIJCOSX wB97M-V def2-TZVPD def2/J DEFGRID3
* xyz 0 1
C -2.8913 0.3312 -0.9791
C -2.0116 0.2170 0.2168
C -2.5325 -0.0037 1.4824
C -1.6897 -0.0789 2.5803
C -0.3129 -0.0442 2.4128
C 0.2138 -0.0396 1.1299
C -0.6341 0.2971 0.0753
H -3.8349 -0.2048 -0.9035
H -2.4109 0.1497 -1.9350
H -3.2405 1.3771 -1.0678
H -3.5899 -0.2163 1.6052
H -2.0721 -0.2873 3.5702
H 0.2675 -0.1199 3.3244
H 1.2665 -0.1633 0.9303
H -0.2534 0.2829 -0.9391
C 3.4212 -0.8098 -1.3120
C 2.4796 0.4144 -1.5288
H 3.7425 -0.9118 -0.2800
H 2.9525 -1.6734 -1.7757
H 4.3124 -0.6593 -1.9263
H 3.0986 1.2767 -1.7762
H 1.9734 0.6925 -0.6135
H 1.7459 0.1738 -2.2904
*
```

Summary:
E_HOMO: -8.9679 eV
LUMO level: 1.043 eV
Gap between HOMO and LUMO: 10.011 eV
Structure (SMILES): Cc1ccccc1.CC

***

Entry two
Density functional theory data (ωB97M-V with the def2-TZVPD basis set) for a cluster of 2 separate species, C9H14 in total.

Structure (ORCA input):
```
! RIJCOSX wB97M-V def2-TZVPD def2/J DEFGRID3
* xyz 0 1
C 1.8157 0.5298 -0.7720
C 0.9966 -0.0414 0.4189
C 0.9633 -1.4155 0.6008
C -0.0045 -1.9900 1.4260
C -0.8618 -1.0922 2.0855
C -0.7381 0.3071 1.9539
C 0.1809 0.7940 1.0387
H 1.6888 1.6475 -0.6725
H 1.3039 0.3960 -1.6494
H 2.8277 0.1402 -0.7565
H 1.6464 -2.0621 0.0225
H 0.0027 -2.9906 1.6996
H -1.6445 -1.5408 2.5602
H -1.2840 0.8747 2.5343
H 0.1877 1.8840 0.7932
C -1.3102 1.6895 -2.0911
C -0.7741 0.4225 -2.8412
H -1.2471 1.5924 -1.0173
H -0.7597 2.5012 -2.4325
H -2.2640 1.9737 -2.6816
H 0.0510 0.0149 -2.4096
H -1.5823 -0.2703 -2.9769
H -0.5334 0.6157 -3.9305
*
```

Summary:
E_HOMO: -9.0613 eV
LUMO level: 1.116 eV
Gap between HOMO and LUMO: 10.177 eV
Structure (SMILES): Cc1ccccc1.CC

***

Entry three
Density functional theory data (ωB97M-V with the def2-TZVPD basis set) for a cluster of 2 separate species, C9H14 in total.

Structure (ORCA input):
```
! RIJCOSX wB97M-V def2-TZVPD def2/J DEFGRID3
* xyz 0 1
C -1.3373 1.4419 1.6084
C -1.1849 0.9430 0.2098
C -2.0532 0.0660 -0.3935
C -1.9138 -0.3068 -1.7350
C -0.8872 0.2039 -2.4891
C -0.0340 1.1510 -1.9002
C -0.1318 1.4649 -0.5712
H -1.2012 2.5135 1.7010
H -0.7462 1.0413 2.4398
H -2.3683 1.2579 1.9321
H -2.7865 -0.4514 0.2125
H -2.5481 -1.0753 -2.1627
H -0.7957 0.1282 -3.5627
H 0.7710 1.5962 -2.4741
H 0.6110 2.0152 -0.0071
C 1.6190 -1.0773 0.4308
C 2.4948 -1.8896 1.4051
H 0.5567 -1.2800 0.5466
H 1.7884 -0.0398 0.6360
H 1.9448 -1.2658 -0.5911
H 3.4365 -1.3682 1.5571
H 2.7765 -2.8281 0.9116
H 1.9897 -2.2408 2.2960
*
```

Summary:
E_HOMO: -9.0532 eV
LUMO level: 0.986 eV
Gap between HOMO and LUMO: 10.039 eV
Structure (SMILES): Cc1ccccc1.CC

***

Entry four
Density functional theory data (ωB97M-V with the def2-TZVPD basis set) for a cluster of 2 separate species, C9H14 in total.

Structure (ORCA input):
```
! RIJCOSX wB97M-V def2-TZVPD def2/J DEFGRID3
* xyz 0 1
C -1.7378 -1.4544 1.6976
C -0.6604 -1.2530 0.6656
C -0.8910 -1.3737 -0.6790
C 0.1912 -1.0500 -1.5477
C 1.4038 -0.6694 -1.0104
C 1.5648 -0.2949 0.3349
C 0.5483 -0.6850 1.1876
H -2.4069 -2.2480 1.3420
H -2.2745 -0.5251 1.8878
H -1.4034 -1.8517 2.6584
H -1.8315 -1.7803 -1.0109
H 0.2288 -1.1405 -2.6218
H 2.1529 -0.3311 -1.7209
H 2.4904 -0.0788 0.8595
H 0.5550 -0.5831 2.2671
C -0.2151 2.5288 -1.0944
C 0.2855 2.8773 0.2990
H 0.3659 1.7255 -1.5262
H -1.3022 2.4760 -1.1589
H -0.0339 3.3793 -1.7861
H -0.3432 3.5595 0.8696
H 1.3107 3.2238 0.1146
H 0.4055 2.0403 0.9816
*
```

Summary:
E_HOMO: -8.9950 eV
LUMO level: 1.016 eV
Gap between HOMO and LUMO: 10.011 eV
Structure (SMILES): Cc1ccccc1.CC

***

Least stable = entry two

***

Entry one
Density functional theory data (ωB97M-V with the def2-TZVPD basis set) for an isolated molecule of C3H6S2.

Structure (ORCA input):
```
! RIJCOSX wB97M-V def2-TZVPD def2/J DEFGRID3
* xyz 0 1
C 0.0342 -1.0140 -0.7830
C 0.5025 -0.1236 0.3035
C -0.1352 1.2534 0.2618
S -0.9506 1.2754 1.8788
S -0.3304 -0.7888 1.8299
H -1.0491 -1.0818 -0.8876
H 0.4234 -2.0299 -0.5767
H 0.3182 -0.8037 -1.8603
H 1.6367 0.0165 0.2846
H 0.4910 2.1186 0.0894
H -0.9407 1.1780 -0.5404
*
```

Summary:
E_HOMO: -7.9784 eV
LUMO level: 0.118 eV
Gap between HOMO and LUMO: 8.096 eV
Structure (SMILES): C[C@H]1CSS1

***

Entry two
Density functional theory data (ωB97M-V with the def2-TZVPD basis set) for a structure of composition C3H6S2.

Structure (ORCA input):
```
! RIJCOSX wB97M-V def2-TZVPD def2/J DEFGRID3
* xyz 0 1
C -0.0830 -0.6108 -0.0406
C -0.5879 0.7319 -0.5377
C 1.4023 0.0423 0.0287
H -1.5659 -0.2883 1.9807
H -0.4934 -1.1757 -0.9378
H -1.1718 0.4169 -1.4366
H -1.2993 1.3926 0.1731
H 1.4471 0.4175 1.1053
H 1.9934 -0.6942 -0.2846
S -0.4658 -1.4697 1.3272
S 0.8243 1.2375 -1.3777
*
```

Summary:
E_HOMO: -8.7343 eV
LUMO level: -0.052 eV
Gap between HOMO and LUMO: 8.682 eV

***

Least stable = entry two

***

Entry one
Density functional theory data (ωB97M-V with the def2-TZVPD basis set) for a cluster of 2 separate species, C5H15N2O in total.

Structure (ORCA input):
```
! RIJCOSX wB97M-V def2-TZVPD def2/J DEFGRID3
* xyz 1 1
C 0.4587 -1.0636 2.2042
C 0.3010 0.0468 1.1871
C -0.4000 -0.5712 -0.0652
C -0.0409 -0.2053 -1.4736
C 0.2504 -1.0452 -2.4544
N -0.0439 1.2722 -1.8097
N 1.7311 0.3446 0.4378
H 1.3542 -1.5692 2.2748
H 0.1237 -0.7366 3.2799
H -0.1103 -1.9613 1.9821
H -0.0798 0.9715 1.5311
H -1.5208 -0.3688 0.1233
H -0.2039 -1.5738 -0.0698
H 0.5166 -2.1652 -2.3664
H 0.7108 -0.8272 -3.3716
H -0.9383 1.7197 -1.5833
H 0.2447 1.4967 -2.6792
H 2.3165 1.0715 0.9594
H 1.4527 1.0251 -0.3757
H 2.1424 -0.5272 0.2681
H -2.9879 0.8499 0.7532
H -2.5345 2.1655 1.0158
O -2.7428 1.6512 0.2320
*
```

Summary:
E_HOMO: -12.8393 eV
LUMO level: -3.157 eV
Gap between HOMO and LUMO: 9.682 eV

***

Entry two
Density functional theory data (ωB97M-V with the def2-TZVPD basis set) for a cluster of 2 separate species, C5H15N2O in total.

Structure (ORCA input):
```
! RIJCOSX wB97M-V def2-TZVPD def2/J DEFGRID3
* xyz 1 1
C -0.4601 -0.5134 1.1850
N 0.4646 -1.1061 0.0284
C 0.4324 -0.2912 -1.2710
C -0.4077 -0.9484 -2.3385
C -0.6917 -0.0557 -3.5220
O 0.5677 0.3921 -4.0110
C 0.1869 0.6851 1.5055
N 0.5550 0.7958 5.3310
H -1.4283 -0.4650 0.6909
H -0.5322 -1.2885 1.9393
H 1.3800 -0.8304 0.4004
H -0.0594 0.6227 -0.9624
H 1.4460 -0.1188 -1.6211
H -0.0565 -1.9418 -2.6057
H -1.3630 -1.2016 -1.8529
H -1.3908 0.7629 -3.3409
H -1.1083 -0.7330 -4.2770
H 0.4809 0.8351 -4.8599
H 0.7129 0.8475 2.4417
H -0.1877 1.6008 1.0525
H 1.3411 1.2608 5.7323
H -0.2098 0.6827 5.9684
H 0.3281 1.0083 4.3870
*
```

Summary:
E_HOMO: -12.7980 eV
LUMO level: -7.697 eV
Gap between HOMO and LUMO: 5.101 eV

***

Entry three
Density functional theory data (ωB97M-V with the def2-TZVPD basis set) for a cluster of 2 separate species, C5H15N2O in total.

Structure (ORCA input):
```
! RIJCOSX wB97M-V def2-TZVPD def2/J DEFGRID3
* xyz 1 1
C 0.6247 -2.4861 1.1779
C -0.2837 -1.3286 1.5312
N -1.0717 -0.9264 0.2983
C -2.1779 0.0161 0.6309
H 1.4120 -2.1420 0.5073
H 1.0935 -2.9288 2.0525
H 0.0587 -3.2670 0.6673
H -1.0288 -1.5063 2.3032
H 0.2565 -0.4145 1.7780
H -1.4778 -1.7485 -0.1500
H -0.4167 -0.5152 -0.3902
H -2.9053 -0.4892 1.2599
H -2.6636 0.3910 -0.2646
H -1.7295 0.8355 1.1884
C 1.5738 0.6878 -1.9564
N 1.7064 1.9349 -1.4853
C 0.6026 2.6385 -0.8388
O 0.7042 -0.0958 -1.6080
H 2.3297 0.4256 -2.7015
H 2.4285 2.4774 -1.9284
H 0.3474 2.1356 0.0913
H -0.2583 2.6346 -1.5101
H 0.8752 3.6715 -0.6528
*
```

Summary:
E_HOMO: -13.8542 eV
LUMO level: -2.568 eV
Gap between HOMO and LUMO: 11.287 eV

***

Entry four
Density functional theory data (ωB97M-V with the def2-TZVPD basis set) for a cluster of 2 separate species, C5H15N2O in total.

Structure (ORCA input):
```
! RIJCOSX wB97M-V def2-TZVPD def2/J DEFGRID3
* xyz 1 1
C 0.5054 -2.3942 -0.9281
C 0.3512 -1.1588 -0.0563
C 1.0430 0.0906 -0.5641
C 0.5934 1.4424 0.0621
C 1.3187 2.5098 -0.1930
N -0.5082 1.3630 0.9413
N 0.7416 -1.3950 1.3740
H -0.3407 -2.4949 -1.6087
H 1.4526 -2.5846 -1.4126
H 0.3269 -3.3075 -0.3294
H -0.6948 -0.9162 -0.0569
H 1.0295 0.1068 -1.6562
H 2.1380 0.0054 -0.4705
H 2.1772 2.4999 -0.8533
H 1.2620 3.4644 0.3204
H -1.3706 1.0119 0.5246
H -0.7341 2.1885 1.4732
H 0.1154 -2.0948 1.7644
H 0.6427 -0.5286 1.9091
H 1.6507 -1.8540 1.4556
H -2.7560 -0.4954 -0.8845
H -3.8713 0.4784 -1.3168
O -3.2851 0.2553 -0.5979
*
```

Summary:
E_HOMO: -12.1916 eV
LUMO level: -3.313 eV
Gap between HOMO and LUMO: 8.878 eV

***

Least stable = entry two

***

Entry one
Density functional theory data (ωB97M-V with the def2-TZVPD basis set) for a cluster of 2 separate species, C5H15N2O in total.

Structure (ORCA input):
```
! RIJCOSX wB97M-V def2-TZVPD def2/J DEFGRID3
* xyz 1 1
C -0.2568 1.9923 -2.7268
C -0.5531 0.9195 -1.6844
C 0.7168 0.0676 -1.3818
C 0.8307 -0.3625 0.0414
C 1.3384 0.3328 1.0587
N 1.2491 0.0633 2.3939
N 0.1618 -1.6770 0.3496
H 0.3085 1.5803 -3.5622
H 0.3000 2.8275 -2.3051
H -1.1548 2.3128 -3.2400
H -0.8825 1.3611 -0.7441
H -1.3428 0.2553 -2.0395
H 1.5843 0.6191 -1.7407
H 0.7883 -0.7958 -2.0613
H 1.8966 1.2241 0.7972
H 1.6688 0.6834 3.0651
H 0.6070 -0.6162 2.7660
H -0.5762 -1.5276 1.0448
H -0.1944 -2.0976 -0.5030
H 0.8959 -2.2290 0.7959
H -3.1752 -1.3640 1.1009
H -2.8594 -0.3999 2.2866
O -2.4744 -1.0251 1.6655
*
```

Summary:
E_HOMO: -12.4118 eV
LUMO level: -3.167 eV
Gap between HOMO and LUMO: 9.244 eV

***

Entry two
Density functional theory data (ωB97M-V with the def2-TZVPD basis set) for a cluster of 2 separate species, C5H15N2O in total.

Structure (ORCA input):
```
! RIJCOSX wB97M-V def2-TZVPD def2/J DEFGRID3
* xyz 1 1
C 0.5375 2.2793 -0.0543
O -0.7183 2.0825 -0.8352
C 1.4880 1.0831 -0.2376
C 1.9941 0.4787 1.0593
H 0.9557 3.2169 -0.4309
H 0.2254 2.4370 0.9871
H -1.1263 2.9550 -0.7877
H 0.9781 0.3762 -0.9011
H 2.3571 1.4193 -0.8201
H 1.1953 0.4114 1.8016
H 2.3583 -0.5525 0.9608
H 2.7481 1.0928 1.5356
C -0.7203 -2.2657 -0.3068
C -1.6746 -1.3448 -0.1989
N -1.5067 -0.1318 0.6154
N -0.8394 -3.4289 -1.0575
H 0.2268 -2.2031 0.2349
H -2.6210 -1.4140 -0.7185
H -2.2934 0.0181 1.2483
H -0.6254 -0.1511 1.1263
H -1.4172 0.7027 -0.0257
H -1.5678 -3.3360 -1.7528
H 0.0460 -3.7249 -1.4421
*
```

Summary:
E_HOMO: -12.9394 eV
LUMO level: -2.912 eV
Gap between HOMO and LUMO: 10.028 eV

***

Least stable = entry two